Record 1
Molecular formula: C17H34ClF3O16P2S
Method: DFT, ωB97M-V/def2-TZVPD

Element x y z (Å)
O (1.78, -1.98, 0.83)
C (1.87, -1.03, 0.05)
O (2.82, -0.93, -1.01)
C (2.70, 0.37, -1.64)
C (3.92, 1.25, -1.06)
C (5.04, 0.43, -0.27)
C (4.68, 0.29, 1.32)
C (4.92, -1.23, 1.74)
S (4.01, -1.77, 3.27)
O (2.79, -0.93, 3.50)
O (4.98, -1.64, 4.43)
Cl (3.58, -3.81, 3.02)
C (1.18, 0.85, -1.32)
C (0.98, 2.42, -1.00)
O (1.72, 3.29, -1.92)
O (2.00, 4.44, -1.25)
C (0.04, 0.46, -2.39)
C (-0.42, -1.07, -2.34)
O (-1.83, -1.09, -2.76)
C (0.36, -2.04, -3.36)
F (0.49, -3.34, -2.78)
F (-0.44, -2.20, -4.54)
F (1.61, -1.56, -3.80)
O (1.05, 0.16, -0.03)
H (2.82, 0.43, -2.77)
H (4.44, 1.73, -1.98)
H (3.60, 2.13, -0.39)
H (5.34, -0.56, -0.75)
H (5.99, 1.09, -0.29)
H (3.60, 0.65, 1.41)
H (5.31, 1.05, 1.92)
H (6.05, -1.34, 1.99)
H (4.69, -1.91, 0.84)
H (1.30, 2.64, 0.09)
H (-0.12, 2.76, -1.06)
H (2.66, 4.28, -0.53)
H (-0.90, 1.09, -2.15)
H (0.35, 0.80, -3.46)
H (-0.40, -1.54, -1.30)
H (-2.16, -1.98, -2.47)
C (-4.44, -7.42, 0.85)
O (-3.80, -6.25, 0.37)
P (-4.42, -5.57, -1.08)
O (-4.36, -6.90, -1.83)
O (-3.03, -4.73, -1.30)
C (-1.79, -5.42, -1.22)
O (-5.11, -4.76, -2.43)
C (-6.48, -5.05, -2.66)
H (-4.18, -7.55, 1.90)
H (-5.52, -7.34, 0.76)
H (-4.08, -8.30, 0.30)
H (-1.89, -6.48, -1.45)
H (-1.39, -5.31, -0.20)
H (-1.09, -4.97, -1.92)
H (-7.05, -4.95, -1.74)
H (-6.59, -6.06, -3.06)
H (-6.86, -4.34, -3.39)
C (-2.88, 7.03, 3.81)
O (-1.50, 6.68, 3.78)
P (-0.88, 6.15, 2.27)
O (-2.00, 5.12, 2.08)
O (0.39, 5.44, 3.03)
C (0.15, 4.59, 4.13)
O (-0.18, 5.76, 0.76)
C (-0.88, 6.27, -0.37)
H (-3.06, 7.65, 4.70)
H (-3.15, 7.61, 2.93)
H (-3.50, 6.14, 3.89)
H (-0.84, 4.13, 4.09)
H (0.25, 5.16, 5.06)
H (0.90, 3.79, 4.13)
H (-1.10, 7.33, -0.23)
H (-1.81, 5.72, -0.52)
H (-0.24, 6.16, -1.25)

Summary:
* structure (SMILES): O=C1O[C@H](CCCCS(=O)(=O)Cl)[C@@](COO)(C[C@@H](O)C(F)(F)F)O1.COP(=O)(OC)OC.COP(=O)(OC)OC
* maximum force: 9.5 eV/A
* frontier orbital gap: 7.2 eV
* multiplicity: 1


Record 2
Molecular formula: C21H17IrN5S2
Method: DFT, ωB97M-V/def2-TZVPD

Element x y z (Å)
Ir (-0.05, -0.08, -0.31)
C (-1.44, 1.19, 3.51)
C (-0.82, 1.08, 2.16)
N (-0.51, -0.06, 1.64)
N (-0.69, -1.19, 2.38)
C (-0.53, -2.29, 1.67)
N (-0.64, -3.45, 2.31)
S (-0.27, -2.37, -0.07)
C (-0.51, 2.24, 1.31)
C (-0.50, 3.55, 1.77)
C (-0.07, 4.57, 0.94)
C (0.34, 4.26, -0.35)
C (0.28, 2.94, -0.76)
N (-0.14, 1.96, 0.04)
H (-2.22, 0.43, 3.61)
H (-1.86, 2.17, 3.68)
H (-0.70, 0.97, 4.29)
H (-0.82, -3.47, 3.30)
H (-0.54, -4.32, 1.81)
H (-0.81, 3.75, 2.78)
H (-0.03, 5.59, 1.29)
H (0.70, 5.02, -1.03)
H (0.56, 2.64, -1.76)
S (1.65, -0.03, -4.45)
C (-0.08, -0.02, -4.62)
C (-0.84, 0.00, -5.79)
C (-2.21, 0.01, -5.66)
C (-2.82, -0.01, -4.40)
C (-2.06, -0.03, -3.25)
C (-0.68, -0.03, -3.36)
N (0.25, -0.03, -2.32)
C (1.47, -0.04, -2.74)
C (2.48, -0.04, -1.71)
C (3.86, 0.00, -1.91)
C (4.71, -0.01, -0.83)
C (4.19, -0.04, 0.46)
C (2.81, -0.07, 0.68)
C (1.96, -0.07, -0.41)
H (-0.37, 0.01, -6.76)
H (-2.82, 0.03, -6.55)
H (-3.90, -0.01, -4.33)
H (-2.52, -0.06, -2.27)
H (4.25, 0.03, -2.93)
H (5.78, 0.02, -0.98)
H (4.86, -0.06, 1.31)
H (2.43, -0.10, 1.69)

Summary:
* maximum force: 1.1 eV/A
* frontier orbital gap: 7.1 eV
* total charge: +1
* ΔE to the lowest compared entry with this formula, charge and spin: 0.0 kcal per mole
* multiplicity: 1


Record 3
Molecular formula: C27H32Cl2N6O5SV
Method: DFT, ωB97M-V/def2-TZVPD

Element x y z (Å)
V (-0.24, 0.04, -0.43)
C (-3.22, 5.64, 3.78)
C (-2.75, 4.99, 2.50)
C (-2.23, 3.70, 2.51)
C (-1.78, 3.11, 1.33)
C (-1.85, 3.80, 0.14)
C (-2.39, 5.08, 0.12)
C (-2.83, 5.67, 1.29)
S (-1.23, 3.09, -1.39)
O (0.18, 3.40, -1.42)
O (-2.06, 3.70, -2.42)
N (-1.45, 1.53, -1.30)
C (-2.83, 1.11, -1.49)
C (-3.01, -0.37, -1.13)
O (-4.05, -0.94, -1.44)
O (-2.01, -0.92, -0.52)
H (-3.22, 4.93, 4.60)
H (-4.24, 6.03, 3.68)
H (-2.57, 6.48, 4.05)
H (-2.15, 3.15, 3.44)
H (-1.34, 2.11, 1.35)
H (-2.47, 5.60, -0.83)
H (-3.25, 6.67, 1.27)
H (-3.16, 1.24, -2.52)
H (-3.54, 1.67, -0.87)
C (1.14, -6.60, -0.94)
C (1.75, -5.27, -0.50)
N (0.74, -4.30, -0.12)
C (0.17, -4.46, 1.21)
C (-1.33, -4.22, 1.22)
C (0.79, -3.02, -0.66)
C (1.14, -2.90, -2.11)
N (0.47, -1.98, 0.00)
H (1.92, -7.32, -1.19)
H (0.51, -6.45, -1.81)
H (0.53, -7.03, -0.15)
H (2.35, -4.86, -1.31)
H (2.43, -5.43, 0.34)
H (0.67, -3.80, 1.94)
H (0.38, -5.48, 1.53)
H (-1.60, -3.23, 0.85)
H (-1.72, -4.32, 2.24)
H (-1.83, -4.96, 0.59)
H (1.05, -3.85, -2.64)
H (2.15, -2.50, -2.24)
H (0.46, -2.18, -2.57)
H (0.25, -2.13, 0.98)
N (0.71, 1.37, -5.68)
C (1.97, 0.84, -5.35)
O (2.79, 0.63, -6.27)
C (2.22, 0.49, -3.98)
C (3.52, 0.03, -3.55)
C (3.71, -0.20, -2.21)
C (2.68, -0.04, -1.29)
N (1.41, 0.31, -1.71)
C (1.23, 0.58, -2.99)
H (0.74, 1.80, -6.60)
H (0.29, 1.97, -4.99)
H (4.31, -0.09, -4.28)
H (4.69, -0.50, -1.84)
H (2.81, -0.17, -0.22)
H (0.21, 0.86, -3.25)
Cl (-1.06, -1.38, 3.14)
C (0.20, -0.22, 3.53)
C (0.63, -0.13, 4.84)
C (1.64, 0.76, 5.18)
C (2.20, 1.54, 4.18)
C (1.76, 1.45, 2.88)
Cl (2.50, 2.45, 1.65)
C (0.70, 0.57, 2.44)
N (0.24, 0.54, 1.23)
H (0.17, -0.78, 5.58)
H (1.98, 0.84, 6.21)
H (2.99, 2.25, 4.40)

Summary:
* maximum force: 0.4 eV/A
* frontier orbital gap (alpha / beta): 3.8 / 5.9 eV
* total charge: -2
* ⟨S²⟩: 3.8091
* ΔE to the lowest compared entry with this formula, charge and spin: 0.0 kcal per mole
* multiplicity: 4


Record 4
Molecular formula: C26H28MoN6O9S
Method: DFT, ωB97M-V/def2-TZVPD

Element x y z (Å)
Mo (0.28, 0.33, -1.62)
O (0.76, 2.42, -2.08)
C (1.06, 3.15, -3.26)
C (0.96, 2.09, -4.33)
C (1.17, 2.37, -5.67)
C (1.05, 1.35, -6.60)
C (0.74, 0.07, -6.16)
C (0.56, -0.13, -4.80)
N (0.66, 0.86, -3.86)
H (0.79, 2.98, -1.24)
H (2.06, 3.56, -3.19)
H (0.30, 3.92, -3.41)
H (1.41, 3.38, -5.98)
H (1.20, 1.55, -7.65)
H (0.64, -0.75, -6.85)
H (0.26, -1.21, -4.37)
O (-0.09, -5.63, -3.06)
C (-0.50, -5.44, -1.81)
O (-0.88, -6.36, -1.14)
C (-0.48, -4.05, -1.29)
C (-0.88, -3.68, -0.02)
N (-0.71, -2.36, 0.08)
N (-0.24, -1.79, -1.03)
C (-0.10, -2.82, -1.85)
C (0.43, -2.40, -3.14)
O (0.63, -3.17, -4.06)
O (0.60, -1.09, -3.10)
H (0.20, -4.80, -3.52)
H (-1.25, -4.26, 0.81)
H (-0.90, -1.76, 0.87)
O (-0.07, -0.04, 0.17)
C (-4.26, 1.63, 3.29)
C (-4.13, 1.08, 1.87)
C (-2.88, 1.55, 1.15)
N (-1.67, 1.05, 1.80)
C (-0.43, 1.27, 1.37)
S (-0.02, 2.21, -0.05)
N (0.62, 0.71, 2.14)
C (0.62, -0.04, 3.30)
O (1.35, -1.01, 3.40)
C (-0.28, 0.36, 4.42)
C (-0.62, 1.69, 4.65)
C (-1.42, 2.03, 5.73)
C (-1.88, 1.04, 6.59)
C (-1.52, -0.29, 6.38)
C (-0.72, -0.63, 5.30)
H (-5.22, 1.35, 3.72)
H (-4.19, 2.72, 3.29)
H (-3.47, 1.23, 3.94)
H (-5.00, 1.40, 1.29)
H (-4.16, -0.02, 1.90)
H (-2.83, 2.63, 1.11)
H (-2.89, 1.18, 0.12)
H (-1.80, 0.27, 2.42)
H (1.46, 0.58, 1.60)
H (-0.26, 2.47, 4.00)
H (-1.69, 3.06, 5.91)
H (-2.50, 1.30, 7.44)
H (-1.86, -1.06, 7.06)
H (-0.43, -1.66, 5.15)
O (3.02, 2.05, -0.64)
C (3.22, 0.85, -0.71)
C (4.56, 0.24, -0.38)
C (4.35, -1.25, -0.60)
C (2.91, -1.37, -1.03)
O (2.41, -2.44, -1.29)
N (2.30, -0.12, -1.08)
H (4.83, 0.47, 0.65)
H (5.32, 0.65, -1.05)
H (4.51, -1.82, 0.32)
H (5.00, -1.65, -1.38)

Summary:
* maximum force: 8.3 eV/A
* frontier orbital gap (alpha / beta): 7.2 / 7.4 eV
* ΔE to the lowest compared entry with this formula, charge and spin: 253.3 kcal per mole
* multiplicity: 1


Record 5
Molecular formula: C5H11N2
Method: DFT, ωB97M-V/def2-TZVPD

Element x y z (Å)
C (0.71, -2.22, 0.82)
C (1.09, -1.29, -0.01)
C (0.23, 0.08, -0.09)
N (-1.01, 0.17, -0.47)
C (-1.88, -0.78, -1.07)
N (0.98, 1.08, 0.38)
C (0.66, 2.40, 0.59)
H (1.42, -2.95, 0.86)
H (-0.17, -2.28, 1.47)
H (2.06, -1.34, -0.44)
H (-1.47, 1.05, -0.50)
H (-1.87, -1.80, -0.53)
H (-2.93, -0.50, -1.25)
H (-1.40, -0.80, -2.02)
H (1.99, 0.76, 0.31)
H (0.74, 3.05, -0.39)
H (1.24, 2.80, 1.34)
H (-0.39, 2.57, 0.99)

Summary:
* structure (SMILES): C=C/C(NC)=[NH+]/C
* maximum force: 5.3 eV/A
* frontier orbital gap: 11.0 eV
* total charge: +1
* ΔE to the lowest compared entry with this formula, charge and spin: 42.0 kcal per mole
* multiplicity: 1


Record 6
Molecular formula: C44H132O32
Method: DFT, ωB97M-V/def2-TZVPD

Element x y z (Å)
C (4.33, 1.12, -2.61)
C (5.11, 0.69, -1.37)
O (4.60, -0.48, -0.75)
O (5.07, 2.11, -3.28)
H (3.37, 1.58, -2.45)
H (4.13, 0.18, -3.24)
H (5.10, 1.56, -0.70)
H (6.15, 0.50, -1.69)
H (3.71, -0.26, -0.39)
H (5.84, 1.69, -3.70)
C (-0.41, -2.00, -5.63)
C (-0.67, -2.11, -4.16)
O (-1.00, -3.46, -3.78)
O (-1.59, -2.49, -6.31)
H (0.48, -2.63, -5.82)
H (-0.32, -0.95, -5.78)
H (-1.55, -1.49, -3.86)
H (0.16, -1.73, -3.58)
H (-1.73, -3.44, -3.17)
H (-1.64, -2.14, -7.19)
C (3.14, -2.43, 2.24)
C (2.78, -3.82, 1.79)
O (3.94, -4.59, 1.57)
O (3.71, -2.60, 3.53)
H (2.22, -1.81, 2.28)
H (3.84, -1.99, 1.52)
H (2.26, -3.89, 0.78)
H (2.02, -4.23, 2.56)
H (4.46, -4.54, 2.38)
H (4.51, -2.12, 3.59)
C (2.42, -5.27, -1.79)
C (2.91, -3.96, -2.34)
O (2.36, -3.48, -3.61)
O (1.05, -5.28, -1.41)
H (2.99, -5.53, -0.87)
H (2.57, -6.01, -2.57)
H (3.94, -4.11, -2.63)
H (2.88, -3.15, -1.59)
H (1.47, -3.89, -3.55)
H (0.48, -5.93, -1.81)
C (-2.10, -6.54, -0.56)
C (-1.22, -6.43, 0.63)
O (-0.76, -5.11, 0.89)
O (-1.37, -6.39, -1.81)
H (-2.90, -5.76, -0.62)
H (-2.64, -7.49, -0.58)
H (-0.38, -7.09, 0.42)
H (-1.71, -6.77, 1.48)
H (-0.20, -4.87, 0.15)
H (-1.70, -5.69, -2.28)
C (1.01, 0.06, 4.03)
C (0.54, 1.36, 4.69)
O (-0.07, 2.18, 3.58)
O (1.41, -0.82, 5.05)
H (1.83, 0.18, 3.29)
H (0.13, -0.26, 3.48)
H (1.36, 1.99, 5.11)
H (-0.27, 1.13, 5.36)
H (-0.95, 1.79, 3.56)
H (2.22, -1.35, 4.83)
C (-6.36, -0.34, -4.90)
C (-5.24, 0.36, -4.12)
O (-5.36, 0.35, -2.74)
O (-6.46, -1.68, -4.49)
H (-6.06, -0.31, -5.94)
H (-7.35, 0.09, -4.75)
H (-5.18, 1.39, -4.45)
H (-4.38, -0.23, -4.52)
H (-5.24, -0.53, -2.39)
H (-5.83, -2.22, -4.97)
C (-4.07, -4.47, -4.27)
C (-4.32, -4.30, -2.75)
O (-3.17, -3.71, -2.18)
O (-4.07, -3.29, -4.95)
H (-4.83, -5.18, -4.62)
H (-3.10, -4.96, -4.41)
H (-4.54, -5.27, -2.35)
H (-5.23, -3.67, -2.62)
H (-3.39, -3.06, -1.51)
H (-3.23, -3.19, -5.50)
C (-5.41, -1.50, 0.52)
C (-4.21, -0.62, 0.60)
O (-3.25, -1.27, -0.15)
O (-6.14, -1.46, -0.68)
H (-6.08, -1.28, 1.33)
H (-5.03, -2.50, 0.68)
H (-3.85, -0.50, 1.66)
H (-4.50, 0.37, 0.23)
H (-2.80, -1.98, 0.38)
H (-6.89, -0.86, -0.64)
C (-3.97, 1.02, 4.45)
C (-3.40, 0.84, 5.82)
O (-3.05, 1.96, 6.51)
O (-3.13, 1.42, 3.44)
H (-4.88, 1.65, 4.37)
H (-4.37, 0.06, 4.09)
H (-2.56, 0.23, 5.71)
H (-4.18, 0.35, 6.38)
H (-2.44, 1.75, 7.20)
H (-3.10, 2.40, 3.54)
C (-1.39, 5.50, 3.45)
C (-2.72, 5.36, 4.14)
O (-3.45, 4.30, 3.51)
H (-0.78, 4.65, 3.72)
H (-0.94, 6.38, 3.89)
H (-1.59, 5.46, 2.37)
H (-3.39, 6.27, 4.17)
H (-2.69, 5.13, 5.17)
H (-3.79, 4.66, 2.65)
C (4.55, -0.57, -6.55)
C (3.86, -1.56, -5.78)
O (2.80, -0.89, -5.07)
H (3.90, -0.13, -7.30)
H (5.42, -1.00, -7.05)
H (4.90, 0.19, -5.89)
H (4.55, -2.11, -5.07)
H (3.53, -2.32, -6.50)
H (2.46, -1.63, -4.49)
C (6.42, -3.11, -0.94)
C (6.90, -2.01, -0.05)
O (7.36, -2.40, 1.23)
H (7.12, -3.95, -1.08)
H (6.29, -2.64, -1.93)
H (5.47, -3.46, -0.65)
H (6.08, -1.35, 0.26)
H (7.67, -1.47, -0.58)
H (8.07, -3.00, 1.11)
C (-7.19, 2.10, 1.21)
C (-8.19, 1.59, 0.16)
O (-8.14, 0.18, -0.05)
H (-7.33, 1.57, 2.13)
H (-7.39, 3.13, 1.42)
H (-6.15, 1.95, 0.92)
H (-8.03, 2.09, -0.83)
H (-9.18, 1.88, 0.47)
H (-9.02, -0.19, -0.04)
C (0.29, 3.96, -0.94)
C (0.11, 3.76, 0.59)
O (0.23, 2.33, 0.78)
H (-0.58, 4.49, -1.35)
H (0.25, 2.96, -1.34)
H (1.18, 4.49, -1.23)
H (-0.88, 4.00, 0.95)
H (0.92, 4.16, 1.19)
H (0.23, 2.09, 1.72)
C (4.52, 0.77, 2.62)
C (5.90, 0.31, 2.90)
O (5.94, -1.09, 3.31)
H (3.91, 0.61, 3.49)
H (4.13, 0.21, 1.80)
H (4.56, 1.79, 2.27)
H (6.39, 0.84, 3.68)
H (6.54, 0.42, 2.03)
H (6.74, -1.46, 3.02)
C (4.31, 5.42, 4.78)
C (3.42, 4.99, 3.65)
O (4.04, 5.18, 2.38)
H (4.66, 6.44, 4.64)
H (5.12, 4.78, 4.95)
H (3.67, 5.46, 5.66)
H (2.53, 5.66, 3.59)
H (2.98, 4.01, 3.74)
H (4.74, 4.57, 2.27)
C (-2.27, 2.27, -2.82)
C (-2.72, 2.17, -1.37)
O (-3.96, 2.84, -1.13)
H (-2.40, 3.25, -3.26)
H (-2.82, 1.58, -3.46)
H (-1.28, 1.93, -2.91)
H (-1.94, 2.66, -0.69)
H (-2.82, 1.14, -1.01)
H (-4.57, 2.25, -1.50)
C (7.71, 4.91, 0.40)
C (7.32, 3.50, 0.11)
O (6.24, 3.10, 0.93)
H (8.09, 5.03, 1.45)
H (6.86, 5.57, 0.36)
H (8.52, 5.24, -0.27)
H (8.11, 2.74, 0.20)
H (6.99, 3.33, -0.90)
H (6.64, 2.45, 1.56)
C (-3.50, 7.44, 0.23)
C (-4.17, 6.09, -0.11)
O (-3.95, 5.12, 0.90)
H (-2.40, 7.18, 0.24)
H (-3.71, 7.66, 1.27)
H (-3.77, 8.17, -0.54)
H (-3.79, 5.76, -1.06)
H (-5.25, 6.26, -0.29)
H (-3.93, 4.20, 0.44)
C (0.65, -1.59, -0.70)
C (1.12, -0.32, -1.34)
O (1.96, 0.47, -0.41)
H (-0.01, -2.17, -1.34)
H (0.20, -1.35, 0.26)
H (1.52, -2.22, -0.41)
H (0.23, 0.27, -1.58)
H (1.67, -0.47, -2.23)
H (1.40, 1.15, 0.05)
C (-1.51, -3.12, 4.06)
C (-1.59, -2.13, 2.93)
O (-2.25, -2.80, 1.89)
H (-2.47, -3.66, 4.31)
H (-1.17, -2.62, 4.98)
H (-0.80, -3.92, 3.71)
H (-0.65, -1.78, 2.50)
H (-2.21, -1.28, 3.28)
H (-1.81, -3.67, 1.71)

Summary:
* maximum force: 4.1 eV/A
* frontier orbital gap: 9.8 eV
* multiplicity: 1